{
  "formula": "C32H92F8IN3O21P",
  "method": "ωB97M-V/def2-TZVPD",
  "elements": ["I", "P", "F", "F", "F", "F", "F", "F", "F", "F", "O", "O", "O", "O", "O", "O", "O", "O", "O", "O", "O", "O", "O", "O", "O", "O", "O", "O", "O", "O", "O", "N", "N", "N", "C", "C", "C", "C", "C", "C", "C", "C", "C", "C", "C", "C", "C", "C", "C", "C", "C", "C", "C", "C", "C", "C", "C", "C", "C", "C", "C", "C", "C", "C", "C", "C", "H", "H", "H", "H", "H", "H", "H", "H", "H", "H", "H", "H", "H", "H", "H", "H", "H", "H", "H", "H", "H", "H", "H", "H", "H", "H", "H", "H", "H", "H", "H", "H", "H", "H", "H", "H", "H", "H", "H", "H", "H", "H", "H", "H", "H", "H", "H", "H", "H", "H", "H", "H", "H", "H", "H", "H", "H", "H", "H", "H", "H", "H", "H", "H", "H", "H", "H", "H", "H", "H", "H", "H", "H", "H", "H", "H", "H", "H", "H", "H", "H", "H", "H", "H", "H", "H", "H", "H", "H", "H", "H", "H"],
  "positions_angstrom": [[-2.611, 0.557, 0.423], [3.342, -3.012, 0.232], [-3.820, -5.647, -2.596], [2.254, -0.524, 1.992], [0.539, 0.848, -0.953], [-4.026, -6.540, -0.396], [0.363, 2.126, 1.189], [-2.203, -7.306, -1.727], [-0.044, -0.332, 2.477], [2.466, 1.376, 0.350], [-4.561, 3.164, -0.738], [-2.263, -4.984, -0.823], [-1.050, 8.924, 2.600], [3.087, -2.449, 4.643], [7.555, 2.531, -0.477], [-2.283, -7.941, -4.775], [3.786, 0.563, 4.860], [2.436, 8.570, -2.649], [2.366, 8.306, 2.490], [-4.806, 11.009, 3.108], [-6.688, 7.008, -0.452], [-4.789, -12.849, -0.070], [-5.990, -9.200, -0.173], [4.068, 10.533, 2.704], [2.435, -6.716, -7.496], [4.173, -1.828, -0.454], [-8.404, -6.988, -2.690], [1.111, 2.300, -3.089], [6.186, -3.929, 3.383], [1.272, 5.152, -0.380], [5.821, 0.948, 1.354], [1.739, -5.063, -1.443], [1.605, -2.787, -0.070], [-0.455, -3.415, -1.021], [1.010, 0.983, 0.447], [-2.318, -1.449, -0.332], [7.398, -3.379, 3.865], [2.264, 2.700, -3.806], [-4.311, -2.429, -1.985], [8.900, 2.402, -0.054], [3.356, 11.586, 3.327], [-8.764, -8.256, -3.206], [1.953, -6.053, -3.830], [-5.533, 3.821, 0.054], [-5.365, 12.218, 3.590], [-1.315, -4.378, -1.817], [5.599, 2.063, 2.199], [0.905, -0.451, 1.306], [-3.002, -1.450, -1.861], [1.880, 7.359, 3.424], [2.096, -4.800, -2.744], [0.982, -3.867, -0.921], [2.644, -3.359, -3.324], [3.340, -3.148, 5.848], [1.117, -7.206, -7.329], [-7.660, 7.665, 0.340], [-3.577, -12.299, 0.412], [0.603, -1.737, 0.345], [3.565, 1.677, 5.704], [-2.442, -9.348, -4.755], [-3.017, -6.093, -1.427], [-6.962, -8.543, 0.619], [3.781, 8.441, -2.225], [-0.839, -2.094, -0.320], [-2.023, 9.580, 3.392], [2.617, 5.023, 0.043], [-2.131, -1.693, -2.624], [-8.421, 6.941, 0.640], [0.831, 4.305, -0.194], [2.340, 11.627, 2.928], [3.099, 4.215, -0.513], [-3.342, -11.389, -0.146], [4.263, 7.633, -2.781], [-7.465, -7.037, -2.442], [3.095, 2.032, -3.564], [2.536, -3.868, 6.016], [2.521, 3.728, -3.540], [3.536, -2.818, 1.676], [-1.897, -3.859, -2.721], [1.953, 8.100, 1.634], [-6.487, -8.126, 1.510], [-4.557, 12.896, 3.871], [-6.026, 7.675, -0.704], [3.808, 8.228, -1.154], [4.913, 1.782, 3.001], [-7.185, 8.081, 1.231], [-2.970, -7.568, -4.196], [3.570, -2.970, -2.724], [2.797, -5.847, -4.645], [2.924, 0.307, 4.492], [4.306, 9.379, -2.421], [3.593, 9.709, 2.905], [5.494, -3.260, 3.521], [8.927, 2.189, 1.018], [-3.028, -2.176, 0.297], [-5.985, 12.010, 4.466], [1.328, 2.360, -2.143], [-3.352, -0.343, -2.137], [2.684, -6.874, -8.423], [-7.430, -7.746, 0.036], [3.142, 5.961, -0.153], [-6.002, 4.618, -0.529], [7.299, -3.151, 4.929], [-8.152, -8.481, -4.083], [4.959, 0.693, 0.986], [2.878, 1.396, 6.507], [3.143, 2.499, 5.121], [6.553, 2.376, 2.631], [7.634, -2.469, 3.307], [-1.682, -9.800, -5.397], [-2.776, -13.027, 0.271], [-0.742, -5.281, -2.289], [-5.547, 10.428, 2.867], [0.441, -6.669, -7.999], [9.425, 3.340, -0.250], [-5.058, 4.238, 0.945], [-2.318, -9.715, -3.733], [2.148, -7.085, -3.281], [-8.128, 8.462, -0.243], [1.094, -8.276, -7.551], [1.995, 7.724, -2.462], [3.865, 12.530, 3.120], [0.806, -7.043, -6.294], [-5.240, -1.735, -2.264], [-3.677, -12.071, 1.476], [3.816, -1.818, 4.520], [-6.295, 3.098, 0.354], [3.022, -3.567, -4.425], [2.325, 7.563, 4.400], [4.292, -3.679, 5.769], [5.178, 2.885, 1.615], [-5.328, -8.533, -0.424], [9.382, 1.594, -0.609], [2.157, 6.352, 3.102], [-5.482, -12.181, 0.068], [-8.613, -9.020, -2.439], [-7.723, -9.267, 0.920], [0.793, 7.443, 3.497], [-5.969, 12.679, 2.805], [-2.491, 10.378, 2.809], [2.644, 4.809, 1.114], [3.328, 11.419, 4.407], [0.871, -5.980, -4.288], [-1.547, 9.997, 4.283], [-3.899, 3.831, -0.989], [4.518, 1.991, 6.137], [-3.435, -9.609, -5.129], [7.114, 1.684, -0.291], [-0.389, 9.590, 2.348], [1.757, -2.582, -3.400], [-9.817, -8.236, -3.495], [2.054, 2.645, -4.876], [3.373, -2.440, 6.680], [-4.568, -3.021, -1.006], [-2.784, 8.857, 3.692], [-4.135, -3.121, -2.929], [3.859, -4.325, -0.057], [8.200, -4.107, 3.724]],
  "forces_ev_per_angstrom": [[0.3, -0.8, 0.0], [4.5, 5.9, 0.0], [3.1, -1.9, 3.6], [-4.1, -0.3, -2.3], [1.4, 0.6, 5.3], [3.6, 1.6, -3.6], [2.1, -4.1, -3.0], [-2.8, 4.5, 0.6], [2.9, -0.5, -4.3], [-5.1, -1.3, 0.1], [0.8, -0.2, -0.3], [-1.3, -2.6, -3.1], [0.7, -0.1, -0.4], [0.3, 0.3, -0.8], [-0.3, -0.2, -0.2], [-0.1, 0.8, 0.3], [-0.3, -0.6, -0.5], [-0.5, -0.3, 0.0], [-0.1, 0.0, -0.5], [-0.2, -0.5, -0.2], [0.5, 0.1, -0.3], [-0.4, 0.2, 0.0], [0.6, 0.0, -0.4], [0.1, -0.1, 0.1], [0.4, 0.1, -0.3], [-3.1, -4.3, 1.7], [0.5, 0.4, 0.3], [-0.2, -0.1, 0.5], [-0.8, 0.1, -0.2], [-0.5, -0.3, -0.1], [-0.3, -0.5, -0.4], [-2.9, 3.9, -2.6], [-3.7, -2.3, -1.6], [2.6, -1.3, -0.4], [1.4, 2.6, -0.6], [-1.0, -2.2, -0.9], [0.1, 0.3, 0.1], [0.1, 0.1, 0.1], [-0.2, 0.7, -1.1], [-0.2, -0.1, 0.0], [0.1, -0.4, -0.1], [0.1, -0.2, 0.0], [1.8, 1.0, 0.9], [-0.2, 0.4, 0.0], [-0.2, 0.0, 0.0], [-1.1, -0.3, -1.1], [-0.3, 0.2, 0.1], [1.1, 0.1, 2.5], [0.4, 0.7, -0.3], [-0.3, -0.2, 0.1], [-0.2, -0.7, 0.0], [-0.2, 4.5, 2.8], [-0.5, -1.0, -1.0], [0.2, 0.0, 0.3], [0.0, -0.1, -0.3], [0.0, 0.2, -0.1], [-0.2, 0.1, 0.0], [-3.4, -1.7, -1.7], [-0.2, 0.1, 0.1], [-0.2, -0.2, 0.1], [-1.6, -0.5, 1.6], [0.0, 0.2, 0.1], [-0.1, -0.2, 0.0], [5.9, -1.1, 1.2], [0.0, 0.4, -0.1], [0.0, -0.2, 0.1], [-1.9, 0.3, 1.4], [0.2, 0.1, -0.1], [0.1, 0.6, -0.1], [-0.1, 0.2, 0.1], [0.3, 0.0, 0.1], [0.2, 0.1, 0.1], [0.3, 0.0, 0.1], [-0.6, 0.1, -0.1], [0.2, 0.1, -0.2], [0.1, 0.2, -0.1], [0.2, 0.0, -0.2], [-0.9, -0.7, -1.2], [1.1, -0.8, 2.4], [0.3, 0.3, 0.4], [-0.2, 0.1, 0.1], [-0.1, -0.2, -0.1], [-0.3, -0.4, 0.1], [0.3, 0.0, 0.1], [0.1, 0.2, 0.1], [-0.2, 0.1, 0.1], [0.4, -0.2, -0.4], [-2.0, -0.6, -0.7], [-2.2, -0.7, 1.6], [0.4, 0.1, 0.2], [-0.2, -0.1, 0.0], [0.1, 0.3, -0.4], [0.3, -0.4, -0.1], [0.3, 0.0, 0.0], [1.9, 1.6, -1.1], [0.0, 0.3, 0.0], [-0.2, 0.0, -0.7], [1.0, -2.5, 0.8], [0.0, 0.1, 0.6], [-0.2, 0.1, 0.2], [-0.1, -0.1, 0.0], [-0.1, 0.0, 0.3], [0.3, 0.1, 0.0], [-0.1, -0.2, -0.1], [0.5, 0.0, 0.1], [0.0, 0.2, 0.1], [0.0, 0.2, 0.2], [-0.1, -0.1, -0.2], [0.2, 0.0, 0.1], [-0.1, 0.2, 0.1], [-0.2, 0.1, 0.0], [-0.4, 2.0, 1.2], [0.5, 0.3, 0.1], [-0.2, -0.1, 0.1], [-0.1, -0.1, 0.0], [-0.2, 0.1, 0.1], [0.0, -0.3, -0.1], [-0.7, 2.3, -1.2], [-0.2, 0.0, 0.2], [-0.3, 0.0, 0.1], [0.1, 0.5, -0.1], [0.0, -0.2, 0.0], [0.1, 0.0, -0.2], [2.0, -1.7, 0.8], [0.3, 0.1, 0.0], [-0.4, 0.0, 0.2], [0.2, 0.0, -0.1], [-0.9, 0.4, 2.3], [0.0, 0.0, -0.2], [0.0, -0.1, 0.2], [0.1, 0.2, 0.2], [-0.3, -0.5, 0.2], [0.3, 0.0, 0.1], [0.0, -0.1, 0.2], [0.3, -0.4, -0.1], [-0.1, -0.2, -0.2], [0.2, 0.1, -0.1], [0.0, -0.1, 0.1], [0.0, 0.2, 0.2], [-0.1, -0.1, 0.3], [0.3, 0.0, 0.0], [-0.1, 0.3, 0.1], [2.2, -0.1, 1.0], [-0.2, 0.1, 0.1], [-0.4, -0.4, 0.0], [-0.1, -0.1, -0.1], [0.1, -0.2, 0.0], [0.1, 0.5, 0.1], [-0.3, -0.4, 0.1], [1.9, -1.4, 0.4], [0.2, 0.1, 0.1], [-0.1, 0.0, 0.2], [0.0, -0.2, 0.1], [0.7, 1.0, -2.0], [0.2, 0.1, -0.1], [-0.6, 1.2, 2.2], [-1.2, 0.5, -0.1], [-0.2, 0.1, 0.0]],
  "relative_energy_kcal_mol": 321.7,
  "gap_ev": 6.12,
  "spin_multiplicity": 1,
  "fmax_ev_per_a": 7.4,
  "charge": 1
}